# C8H7CaF12N4O18S4

A molecular structure, C8H7CaF12N4O18S4 in a non-equilibrium geometry (the ωB97M-V functional and the def2-TZVPD basis, the OMol25 dataset).

Output
Kohn-Sham gap (alpha / beta)	6.31 / 4.66	eV
E	-5350.95049	Ha

The geometry in ORCA input format:
```
! RIJCOSX wB97M-V def2-TZVPD def2/J DEFGRID3
* xyz -2 2
Ca 0.643 -0.307 -0.891
C -2.793 4.984 -1.791
F -3.649 4.879 -2.896
F -1.612 4.367 -1.981
F -2.726 6.271 -1.336
S -3.609 4.001 -0.263
O -3.499 4.914 0.859
O -4.919 3.746 -0.764
N -2.797 2.427 -0.274
S -1.396 2.817 0.443
O -0.396 1.828 -0.040
O -0.910 4.179 0.595
C -1.778 2.359 2.303
F -2.284 1.039 2.473
F -0.660 2.419 3.141
F -2.741 3.158 2.778
C 4.125 1.266 -2.202
F 3.700 0.817 -3.370
F 5.338 1.736 -2.345
F 3.270 2.201 -1.950
S 4.000 -0.157 -0.889
O 3.560 -1.346 -1.566
O 5.221 -0.293 -0.138
N 2.641 0.198 0.038
S 3.054 1.110 1.193
O 4.239 1.854 0.962
O 1.899 1.758 1.762
C 3.465 -0.218 2.608
F 4.441 0.122 3.417
F 2.453 -0.334 3.355
F 3.623 -1.376 2.138
O -1.598 -0.564 -0.630
H -1.807 -1.467 -0.321
N 0.045 1.911 -3.621
O -0.991 1.676 -4.247
O 0.191 1.260 -2.533
O 0.881 2.698 -4.089
N -0.551 -2.275 -3.368
O -0.787 -3.494 -3.458
O -1.103 -1.451 -4.065
O 0.266 -1.798 -2.559
C -1.623 -5.793 1.189
C -1.678 -4.361 1.566
C -0.994 -4.159 2.903
O -0.131 -3.016 2.752
C -0.047 -2.677 1.471
O 0.579 -1.665 1.109
O -0.887 -3.519 0.740
H -2.075 -6.076 0.238
H -2.165 -6.376 1.934
H -0.553 -5.996 1.156
H -2.709 -4.008 1.575
H -0.454 -5.069 3.165
H -1.713 -4.199 3.720
*
```

Atomic partial charges in e from the natural (NBO) method, atoms 1 to 5: atom 1 (Ca): 1.80, atom 2 (C): 0.78, atom 3 (F): -0.32, atom 4 (F): -0.29, atom 5 (F): -0.32

***

# C33H55BrCl2IN3O4SSbSi3Ti

A molecular structure, C33H55BrCl2IN3O4SSbSi3Ti in a non-equilibrium geometry (the ωB97M-V functional and the def2-TZVPD basis, the OMol25 dataset).

Output
Kohn-Sham gap	6.50	eV
energy relative to the best compared isomer or geometry (same formula, charge and spin)	2.419	eV
E	-7903.41504	Ha

The geometry in ORCA input format:
```
! RIJCOSX wB97M-V def2-TZVPD def2/J DEFGRID3
* xyz 3 1
Ti -0.328 0.210 0.478
C -0.964 -4.012 1.827
C 0.280 -3.365 2.340
N 1.070 -4.054 3.130
C 2.207 -3.552 3.573
C 2.725 -2.324 3.173
C 4.080 -1.940 3.692
O 4.514 -0.672 3.250
C 1.915 -1.547 2.310
C 2.401 -0.511 1.477
N 1.678 0.160 0.612
C 2.418 0.637 -0.495
C 2.954 1.914 -0.556
C 3.765 2.277 -1.621
C 4.064 1.364 -2.618
C 3.482 0.106 -2.603
C 2.651 -0.242 -1.557
I 1.624 -2.104 -1.542
C 0.608 -2.035 1.989
O -0.219 -1.261 1.344
H -1.230 -4.838 2.477
H -0.775 -4.426 0.835
H -1.780 -3.292 1.762
H 2.749 -4.193 4.253
H 4.795 -2.717 3.386
H 4.036 -1.963 4.795
H 5.411 -0.538 3.577
H 3.483 -0.392 1.447
H 2.742 2.603 0.248
H 4.172 3.273 -1.665
H 4.720 1.636 -3.425
H 3.672 -0.602 -3.394
O -5.779 -2.616 -1.131
C -4.583 -2.102 -0.978
C -3.378 -2.812 -1.110
C -2.185 -2.164 -0.875
N -2.086 -0.872 -0.536
C -3.239 -0.206 -0.456
Br -3.023 1.616 -0.074
C -4.488 -0.735 -0.650
H -5.787 -3.551 -1.388
H -3.373 -3.857 -1.382
H -1.258 -2.711 -0.972
H -5.381 -0.138 -0.547
C 4.019 3.657 2.226
Si 2.234 4.364 2.315
C 1.919 5.250 3.965
C 1.694 5.356 0.775
Sb 0.080 2.272 2.174
Si -2.010 4.041 2.471
C -1.552 5.480 3.625
C -2.276 4.722 0.701
C -3.482 3.113 3.258
Si 0.614 1.367 4.691
C 0.005 -0.433 4.962
C -0.236 2.545 5.924
C 2.515 1.434 4.806
H 4.618 4.083 3.029
H 4.514 3.929 1.298
H 4.071 2.576 2.328
H 1.921 6.326 3.812
H 2.699 5.036 4.690
H 0.967 4.981 4.404
H 2.389 6.172 0.598
H 0.712 5.792 0.934
H 1.650 4.756 -0.132
H -0.745 6.098 3.251
H -1.304 5.156 4.628
H -2.424 6.122 3.713
H -2.200 5.805 0.700
H -3.265 4.483 0.323
H -1.548 4.336 -0.010
H -3.156 2.419 4.028
H -4.087 2.576 2.536
H -4.135 3.835 3.738
H -0.945 -0.451 5.487
H 0.715 -0.975 5.580
H -0.101 -0.994 4.037
H -1.276 2.742 5.686
H 0.281 3.495 5.986
H -0.208 2.109 6.919
H 3.001 0.835 4.039
H 2.835 1.046 5.768
H 2.888 2.448 4.734
Cl -2.292 0.040 2.597
C -3.539 -0.926 3.429
Cl -4.248 -2.110 2.323
H -4.320 -0.247 3.767
H -3.054 -1.452 4.249
C 1.154 1.966 -4.774
C 0.791 2.302 -3.338
S 0.014 0.831 -2.592
O -0.234 1.221 -1.116
C -1.627 0.941 -3.399
C -2.250 2.323 -3.394
H 1.879 2.677 -5.162
H 0.288 2.005 -5.426
H 1.600 0.976 -4.849
H 0.117 3.152 -3.267
H 1.684 2.493 -2.746
H -2.248 0.205 -2.888
H -1.452 0.576 -4.410
H -2.063 2.842 -2.455
H -3.328 2.236 -3.520
H -1.884 2.931 -4.216
*
```

Atomic partial charges in e from the Mulliken method, atoms 1 to 5: atom 1 (Ti): -1.19, atom 2 (C): -0.77, atom 3 (C): 0.64, atom 4 (N): -0.55, atom 5 (C): -1.15

***

# C3H12O2S2

3 unconnected molecules or ions with the total composition C3H12O2S2 in a non-equilibrium geometry (the ωB97M-V functional and the def2-TZVPD basis, the OMol25 dataset).

Output
SMILES	CCSSC.O.O
Kohn-Sham gap	8.74	eV
energy relative to the best compared isomer or geometry (same formula, charge and spin)	2.937	eV
E	-1068.25628	Ha

The geometry in ORCA input format:
```
! RIJCOSX wB97M-V def2-TZVPD def2/J DEFGRID3
* xyz 0 1
C -0.214 -1.861 -1.068
C -0.065 -2.166 0.374
S 0.728 -0.828 1.462
S 0.137 1.212 1.122
C 1.642 1.525 0.160
H 0.752 -1.514 -1.442
H -0.886 -1.114 -1.195
H -0.513 -2.762 -1.566
H -1.000 -2.717 0.908
H 0.597 -3.083 0.495
H 1.726 2.453 0.425
H 2.474 0.688 0.474
H 1.533 1.116 -0.876
O 0.223 1.422 -2.295
H -0.002 1.576 -3.166
H -0.499 1.074 -1.633
O -2.737 0.271 -1.206
H -3.082 -0.305 -0.455
H -3.011 -0.085 -2.092
*
```

Atomic partial charges in e from the natural (NBO) method, atoms 1 to 5: atom 1 (C): -0.64, atom 2 (C): -0.50, atom 3 (S): 0.03, atom 4 (S): 0.07, atom 5 (C): -0.74

***

# C60H153N9O21

12 unconnected molecules or ions with the total composition C60H153N9O21 in a non-equilibrium geometry (the ωB97M-V functional and the def2-TZVPD basis, the OMol25 dataset).

Output
SMILES	COCCNCCOC.COCCNCCOC.COCCNCCOC.COCCNCCOC.COCCNCCOC.COCCNCCOC.COCCNCCOC.COCCNCCOC.COCCNCCOC.CCO.CCO.CCO
Kohn-Sham gap	8.41	eV
energy relative to the best compared isomer or geometry (same formula, charge and spin)	10.879	eV
E	-4449.87020	Ha

The geometry in ORCA input format:
```
! RIJCOSX wB97M-V def2-TZVPD def2/J DEFGRID3
* xyz 0 1
C -2.814 0.915 -7.710
O -3.085 1.855 -6.708
C -4.082 2.833 -7.007
C -3.986 4.103 -6.213
N -2.619 4.710 -6.063
C -2.479 5.143 -4.683
C -1.117 5.783 -4.631
O -0.144 4.742 -4.450
C 1.142 5.255 -4.239
H -2.558 1.521 -8.579
H -3.676 0.299 -7.964
H -1.986 0.314 -7.333
H -5.095 2.469 -6.836
H -4.255 3.107 -8.048
H -4.491 3.893 -5.271
H -4.545 4.835 -6.795
H -1.965 3.958 -6.227
H -2.561 4.404 -3.886
H -3.235 5.914 -4.535
H -1.152 6.394 -3.728
H -0.855 6.399 -5.492
H 1.015 5.781 -3.292
H 1.432 6.014 -4.965
H 1.942 4.518 -4.168
C -7.559 -4.055 7.187
O -6.509 -3.428 6.515
C -6.126 -4.088 5.321
C -4.771 -3.477 4.942
N -3.699 -3.785 5.893
C -3.032 -5.091 5.717
C -1.860 -5.464 6.703
O -0.914 -4.507 7.051
C -0.179 -3.978 5.950
H -8.358 -4.031 6.446
H -7.987 -3.451 7.987
H -7.405 -5.116 7.384
H -6.927 -3.978 4.590
H -5.924 -5.150 5.458
H -4.918 -2.399 4.876
H -4.378 -3.778 3.971
H -3.995 -3.554 6.831
H -2.516 -5.080 4.756
H -3.713 -5.933 5.588
H -1.284 -6.350 6.435
H -2.307 -5.707 7.667
H -0.945 -3.605 5.271
H 0.425 -4.668 5.360
H 0.444 -3.119 6.197
C 1.344 -4.053 -9.176
O 0.312 -3.334 -8.397
C 0.820 -2.678 -7.229
C -0.185 -2.009 -6.292
N -0.894 -2.935 -5.398
C -1.859 -3.759 -6.077
C -2.593 -4.860 -5.265
O -3.072 -5.969 -6.084
C -3.772 -7.132 -5.457
H 0.846 -4.431 -10.069
H 1.621 -4.840 -8.475
H 2.170 -3.353 -9.303
H 1.569 -1.993 -7.627
H 1.285 -3.407 -6.566
H -0.961 -1.466 -6.832
H 0.369 -1.302 -5.674
H -0.326 -3.661 -4.986
H -1.138 -4.340 -6.651
H -2.576 -3.194 -6.673
H -3.387 -4.473 -4.627
H -2.004 -5.412 -4.533
H -3.091 -7.732 -4.854
H -4.150 -7.763 -6.261
H -4.616 -6.824 -4.840
C 1.125 2.137 12.965
O 2.273 2.982 13.206
C 3.471 2.535 12.762
C 3.432 2.596 11.167
N 3.483 3.966 10.659
C 2.856 4.115 9.407
C 3.293 3.164 8.218
O 2.486 2.103 7.908
C 2.789 1.531 6.619
H 0.163 2.617 13.147
H 1.336 1.182 13.445
H 1.064 1.849 11.916
H 3.615 1.464 12.901
H 4.257 3.131 13.226
H 2.743 1.931 10.647
H 4.323 2.054 10.849
H 3.016 4.612 11.278
H 3.111 5.122 9.076
H 1.815 4.039 9.719
H 4.285 2.834 8.525
H 3.441 3.930 7.457
H 2.964 2.303 5.869
H 1.881 0.953 6.449
H 3.597 0.811 6.485
C -4.568 2.184 -3.039
O -5.623 3.171 -3.186
C -6.783 2.727 -3.886
C -7.327 3.991 -4.469
N -8.485 3.823 -5.340
C -8.010 3.755 -6.681
C -9.252 3.651 -7.626
O -10.051 4.770 -7.671
C -11.362 4.757 -8.231
H -5.029 1.200 -2.967
H -3.949 2.283 -2.147
H -3.867 2.194 -3.874
H -7.522 2.340 -3.185
H -6.455 1.888 -4.500
H -6.564 4.565 -4.995
H -7.487 4.566 -3.556
H -8.964 4.677 -5.095
H -7.313 2.923 -6.785
H -7.532 4.595 -7.185
H -9.870 2.813 -7.305
H -9.093 3.440 -8.684
H -11.551 5.505 -9.001
H -11.973 4.955 -7.350
H -11.628 3.770 -8.608
C 5.071 1.081 1.754
O 5.129 1.762 2.980
C 5.875 1.167 4.024
C 5.491 -0.314 4.178
N 5.486 -0.748 5.586
C 4.890 -2.053 5.610
C 4.992 -2.741 6.999
O 6.309 -2.888 7.515
C 7.125 -3.799 6.785
H 5.431 1.825 1.043
H 4.047 0.751 1.579
H 5.823 0.298 1.651
H 5.627 1.771 4.897
H 6.947 1.311 3.888
H 6.084 -1.081 3.680
H 4.444 -0.433 3.897
H 6.435 -0.938 5.874
H 5.364 -2.720 4.889
H 3.845 -1.983 5.308
H 4.434 -3.668 7.127
H 4.584 -2.116 7.794
H 8.097 -3.655 7.258
H 7.178 -3.524 5.731
H 6.724 -4.804 6.921
C -3.643 3.584 0.183
O -4.367 2.448 0.816
C -3.459 1.402 1.177
C -4.352 0.113 1.265
N -4.457 -0.436 -0.069
C -3.287 -1.213 -0.444
C -3.571 -1.966 -1.776
O -3.959 -1.034 -2.780
C -4.391 -1.580 -4.085
H -2.716 3.365 -0.348
H -3.329 4.238 0.997
H -4.270 4.203 -0.459
H -3.055 1.609 2.168
H -2.562 1.309 0.565
H -5.311 0.367 1.718
H -3.918 -0.537 2.025
H -4.394 0.412 -0.615
H -3.220 -1.960 0.347
H -2.295 -0.761 -0.425
H -4.465 -2.586 -1.713
H -2.711 -2.564 -2.078
H -5.370 -2.018 -3.893
H -3.778 -2.310 -4.613
H -4.470 -0.717 -4.748
C 8.911 -2.286 0.155
O 8.604 -2.903 1.406
C 8.808 -4.334 1.337
C 8.332 -4.915 2.725
N 7.092 -4.421 3.160
C 6.101 -5.450 2.797
C 4.726 -5.133 3.341
O 4.032 -4.202 2.510
C 2.845 -3.713 3.097
H 8.741 -2.908 -0.724
H 9.950 -1.961 0.091
H 8.414 -1.316 0.146
H 9.866 -4.498 1.132
H 8.244 -4.875 0.578
H 9.024 -4.845 3.564
H 8.346 -6.002 2.645
H 7.103 -3.712 2.441
H 6.386 -6.467 3.063
H 5.979 -5.523 1.717
H 4.907 -4.735 4.339
H 4.015 -5.948 3.481
H 2.925 -3.353 4.123
H 1.996 -4.396 3.082
H 2.769 -2.792 2.519
C 1.150 -0.511 4.297
O 0.934 -0.326 2.913
C 1.005 0.980 2.441
C 0.818 0.822 0.879
N 0.519 2.197 0.422
C 0.820 2.139 -1.043
C -0.300 1.477 -1.922
O 0.040 1.690 -3.314
C -1.031 1.291 -4.198
H 1.198 -1.589 4.447
H 0.369 -0.096 4.934
H 2.121 -0.140 4.625
H 1.998 1.354 2.689
H 0.136 1.556 2.758
H -0.085 0.235 0.715
H 1.709 0.371 0.442
H 1.166 2.866 0.816
H 1.855 1.840 -1.206
H 0.600 3.169 -1.326
H -1.308 1.862 -1.768
H -0.186 0.419 -1.689
H -1.495 0.460 -3.666
H -0.702 1.047 -5.208
H -1.722 2.129 -4.104
C 1.550 1.455 -7.668
C 1.511 2.611 -6.691
O 0.259 3.191 -6.709
H 1.612 1.611 -8.745
H 0.647 0.851 -7.579
H 2.352 0.804 -7.319
H 2.278 3.336 -6.962
H 1.559 2.183 -5.690
H 0.217 3.464 -5.789
C 4.721 0.271 -4.427
C 3.338 0.685 -3.869
O 2.299 -0.018 -4.560
H 5.513 0.843 -3.944
H 4.759 0.136 -5.508
H 4.958 -0.772 -4.219
H 3.118 1.719 -4.137
H 3.133 0.479 -2.818
H 1.455 0.229 -4.175
C 3.929 4.278 -2.221
C 4.277 3.786 -0.809
O 3.318 4.344 0.097
H 2.869 4.121 -2.418
H 4.586 3.673 -2.846
H 4.241 5.284 -2.501
H 5.234 4.090 -0.386
H 4.235 2.709 -0.649
H 3.561 5.262 0.236
*
```

Atomic partial charges in e from the Mulliken method, atoms 1 to 5: atom 1 (C): -0.35, atom 2 (O): 0.23, atom 3 (C): -1.45, atom 4 (C): 0.06, atom 5 (N): -0.32